Version w
ORCA calculation (ωB97M-V/def2-TZVPD) on C23H21I2N6O10Ru as an isolated structure.

```
63
Properties=species:S:1:pos:R:3:mulliken_spin:R:1
Ru -0.502 0.278 0.454 4.11
I 1.117 1.163 2.812 0.13
C -0.600 2.158 3.550 -0.01
I -2.058 2.206 2.020 0.16
H -0.327 3.174 3.801 0.00
H -0.997 1.584 4.376 0.00
O 5.610 4.824 -0.181 0.00
C 5.502 3.874 -1.136 0.00
O 6.335 3.752 -1.978 0.00
C 4.283 2.989 -1.095 0.00
C 3.031 3.440 -0.693 -0.01
C 1.933 2.594 -0.754 -0.02
C 2.097 1.302 -1.224 0.00
C 3.345 0.833 -1.611 0.00
C 4.433 1.686 -1.557 0.00
N 0.944 0.450 -1.289 0.09
C 0.754 -0.324 -2.275 -0.01
C -0.380 -1.265 -2.262 0.03
C -0.616 -2.133 -3.305 0.01
C -1.690 -3.014 -3.207 0.00
C -2.476 -2.992 -2.071 0.00
C -2.171 -2.091 -1.057 0.03
N -1.149 -1.243 -1.158 0.09
H 4.915 4.732 0.485 0.00
H 2.895 4.465 -0.369 0.00
H 0.943 2.953 -0.492 0.00
H 3.471 -0.194 -1.931 0.00
H 5.412 1.356 -1.882 0.00
H 1.418 -0.313 -3.138 0.02
H 0.032 -2.131 -4.173 0.00
H -1.898 -3.712 -4.008 0.00
H -3.313 -3.667 -1.954 0.00
H -2.743 -2.054 -0.139 0.00
O 0.030 -5.520 5.965 0.00
N 0.697 -5.268 4.991 0.00
O 1.648 -5.896 4.590 0.00
C 0.228 -4.160 4.135 0.02
C 0.889 -3.902 2.965 -0.01
C 0.442 -2.847 2.185 -0.02
C -0.664 -2.045 2.507 0.05
O -1.189 -1.160 1.692 0.21
C -1.267 -2.362 3.734 0.02
C -0.855 -3.401 4.535 -0.01
N -2.406 -1.567 4.224 0.00
O -3.220 -2.123 4.911 0.00
O -2.417 -0.381 3.940 0.00
N 1.178 -2.596 0.956 -0.01
O 1.771 -3.487 0.424 0.01
O 1.208 -1.430 0.513 0.04
H 1.737 -4.502 2.664 0.00
H -1.370 -3.624 5.461 0.00
C -3.770 2.340 -3.756 0.00
N -2.814 2.505 -2.648 0.01
C -2.194 3.813 -2.398 0.00
C -2.465 1.482 -1.914 -0.01
O -1.621 1.570 -0.983 0.07
H -4.320 3.268 -3.882 0.00
H -4.478 1.551 -3.521 0.00
H -3.253 2.107 -4.685 0.00
H -2.588 4.527 -3.114 0.00
H -1.113 3.747 -2.513 0.00
H -2.423 4.149 -1.389 0.00
H -2.957 0.535 -2.150 0.00
```

Its charge is +2. The multiplicity is 6. As for the LUMO energy (alpha / beta): -0.2513 / -0.3110 Ha.


Version x
ORCA calculation (ωB97M-V/def2-TZVPD) on C23H21I2N6O10Ru as an isolated structure.

```
63
Properties=species:S:1:pos:R:3:mulliken_spin:R:1
Ru 0.832 0.610 0.135 4.10
I 3.894 1.795 -0.236 0.07
C 3.550 2.354 1.778 -0.01
I 1.522 2.887 2.122 0.11
H 4.169 3.213 2.005 0.00
H 3.781 1.500 2.403 0.00
O -7.171 1.270 1.274 0.00
C -6.012 1.932 1.405 0.00
O -5.952 2.962 2.007 0.00
C -4.783 1.333 0.766 0.01
C -3.725 2.207 0.526 0.00
C -2.540 1.738 -0.004 0.02
C -2.412 0.385 -0.299 -0.05
C -3.449 -0.501 -0.045 0.01
C -4.638 -0.018 0.483 0.00
N -1.161 -0.079 -0.805 0.12
C -1.099 -0.933 -1.747 0.00
C 0.207 -1.461 -2.171 0.05
C 0.322 -2.460 -3.117 0.00
C 1.588 -2.967 -3.399 0.00
C 2.680 -2.464 -2.718 0.00
C 2.484 -1.451 -1.786 0.01
N 1.277 -0.952 -1.531 0.10
H -7.112 0.536 0.652 0.00
H -3.856 3.250 0.780 0.00
H -1.716 2.411 -0.203 0.00
H -3.322 -1.563 -0.218 0.00
H -5.427 -0.726 0.707 0.00
H -1.999 -1.299 -2.240 0.01
H -0.560 -2.847 -3.611 0.00
H 1.710 -3.757 -4.128 0.00
H 3.676 -2.848 -2.886 0.00
H 3.308 -1.046 -1.210 0.00
O 1.841 -5.920 4.459 0.00
N 1.038 -5.020 4.534 0.00
O 0.046 -4.987 5.226 0.00
C 1.279 -3.847 3.665 0.02
C 0.396 -2.797 3.706 -0.01
C 0.615 -1.717 2.859 0.00
C 1.740 -1.626 2.011 0.02
O 2.006 -0.606 1.242 0.23
C 2.594 -2.746 2.029 0.01
C 2.373 -3.852 2.813 0.00
N 3.743 -2.768 1.111 0.00
O 3.905 -3.790 0.478 0.00
O 4.433 -1.772 1.046 0.00
N -0.378 -0.663 2.892 0.00
O -0.472 0.133 1.922 0.08
O -1.121 -0.581 3.821 0.01
H -0.459 -2.830 4.367 0.00
H 3.034 -4.708 2.768 0.00
C 0.732 4.048 -4.310 0.00
N 0.462 3.747 -2.905 0.02
C -0.093 4.834 -2.100 0.00
C 0.753 2.587 -2.384 0.00
O 0.558 2.302 -1.171 0.07
H -0.206 4.227 -4.834 0.00
H 1.260 3.219 -4.775 0.00
H 1.352 4.941 -4.371 0.00
H -0.802 5.389 -2.710 0.00
H 0.707 5.504 -1.783 0.00
H -0.594 4.432 -1.226 0.00
H 1.188 1.856 -3.071 0.00
```

Its charge is +2. The multiplicity is 6. As for the LUMO energy (alpha / beta): -0.2550 / -0.3112 Ha.


Which structure loses on stability? version w does.